[1]
The following is a DFT calculation (the ωB97M-V functional and the def2-TZVPD basis) of C23H46N3O5PdS4 as an isolated structure.

Results
largest force on an atom	0.0331	Eh/bohr
net charge	+1
Kohn-Sham gap (alpha / beta)	7.850 / 6.668	eV
electronic energy	-3164.66529	Ha
⟨S²⟩	2.006
HOMO (alpha / beta)	-9.720 / -9.720	eV
2S+1	3

Last column: Löwdin charge in e.
CARTESIAN COORDINATES (ANGSTROEM)
1 Pd 0.625015 2.420092 -0.952955  1.004
2 C 0.628037 -1.044891 -1.581921  -0.065
3 C 0.075913 -0.674710 -0.197636  -0.574
4 C 0.648250 -1.638284 0.840747  -0.068
5 O 0.139096 0.658792 0.169365  -0.283
6 H 0.753498 -2.128090 -1.651835  0.082
7 H 1.619479 -0.604573 -1.705025  0.053
8 H -0.045199 -0.718761 -2.370604  0.028
9 H -1.007740 -0.927068 -0.292606  0.091
10 H 0.409384 -2.659024 0.539033  0.086
11 H 0.239496 -1.471140 1.836844  0.051
12 H 1.740503 -1.531165 0.860249  0.077
13 C 2.342078 1.817537 2.989350  -0.236
14 S 2.706962 3.152724 1.862720  0.872
15 O 1.606294 3.045636 0.856709  -0.632
16 C 2.196199 4.479211 2.929903  -0.250
17 H 2.390905 0.875193 2.446940  0.046
18 H 1.353316 1.986173 3.408545  0.058
19 H 3.090379 1.760411 3.784302  0.070
20 H 2.172255 5.417472 2.381419  0.062
21 H 2.789962 4.550661 3.840494  0.069
22 H 1.169711 4.272292 3.249548  0.064
23 C -0.671246 3.228460 -4.749211  -0.237
24 S 0.138234 1.747654 -4.186218  0.890
25 O -0.348978 1.625693 -2.761889  -0.628
26 C -0.809267 0.549469 -5.130114  -0.230
27 H -0.810181 3.335897 -5.819827  0.067
28 H -0.123805 4.082867 -4.347458  0.063
29 H -1.628650 3.247779 -4.220939  0.045
30 H -1.845993 0.500487 -4.804228  0.069
31 H -0.278324 -0.393447 -5.063911  0.045
32 H -0.771110 0.934245 -6.151987  0.061
33 C -2.884387 2.291010 0.837400  -0.249
34 S -2.672901 3.406652 -0.530369  0.912
35 O -1.188993 3.552642 -0.670617  -0.625
36 C -3.224058 2.254799 -1.783387  -0.247
37 H -3.809461 1.732175 0.708776  0.066
38 H -2.872959 2.808122 1.792843  0.063
39 H -2.034692 1.604226 0.791348  0.028
40 H -2.605349 1.362878 -1.728397  0.043
41 H -3.076899 2.705757 -2.762199  0.037
42 H -4.279681 2.059108 -1.606312  0.068
43 C 4.384219 0.372763 -3.063657  -0.237
44 S 4.111008 1.441490 -1.660635  0.887
45 O 2.630104 1.598955 -1.570632  -0.635
46 C 4.543554 0.300906 -0.373264  -0.247
47 H 5.244420 0.743452 -3.623236  0.056
48 H 3.489293 0.382955 -3.680887  0.053
49 H 4.609823 -0.662789 -2.808313  0.060
50 H 4.053069 0.612009 0.549727  0.037
51 H 5.617673 0.232020 -0.199348  0.070
52 H 4.187791 -0.713162 -0.571891  0.061
53 N -2.673797 -2.475296 -4.747441  0.009
54 C -1.984087 -2.206405 -3.601508  -0.173
55 C -2.854153 -1.667574 -2.708493  -0.110
56 C -4.137692 -1.640554 -3.322324  -0.096
57 C -4.000922 -2.187333 -4.571086  -0.126
58 H -2.265192 -2.901271 -5.560072  0.148
59 H -0.926818 -2.402752 -3.539453  0.101
60 H -2.566947 -1.279079 -1.746149  0.074
61 H -5.034324 -1.273756 -2.851811  0.092
62 H -4.689695 -2.480545 -5.344440  0.111
63 N -1.817614 -0.032924 3.030473  0.012
64 C -2.535426 -0.967391 2.347610  -0.170
65 C -3.267890 -1.687423 3.232113  -0.100
66 C -2.993958 -1.149032 4.528684  -0.104
67 C -2.113411 -0.117608 4.366971  -0.134
68 H -1.113216 0.557024 2.617624  0.119
69 H -2.464308 -1.182986 1.294446  0.099
70 H -3.908301 -2.531548 3.043682  0.094
71 H -3.411328 -1.504101 5.456119  0.092
72 H -1.745461 0.606316 5.072912  0.104
73 N 1.047668 -3.991194 4.823296  0.006
74 C 1.791764 -4.520036 5.839895  -0.137
75 C 3.107317 -4.225370 5.587201  -0.108
76 C 3.145943 -3.448843 4.392616  -0.119
77 C 1.869915 -3.325267 3.941042  -0.142
78 H 0.077403 -4.181469 4.645409  0.144
79 H 1.326317 -5.111647 6.608531  0.107
80 H 3.930955 -4.551077 6.199621  0.090
81 H 4.038225 -3.083275 3.912321  0.085
82 H 1.452983 -3.021146 2.997459  0.077

Cartesian forces (eV/Å) of the 6 atoms listed first:
0.0 -1.4 0.0
0.5 0.0 0.2
-1.4 -0.6 -0.7
0.3 0.4 -0.1
0.4 0.5 0.4
-0.1 0.0 0.0

[2]
The following is a DFT calculation (the ωB97M-V functional and the def2-TZVPD basis) of a 3-piece molecular cluster, C23H46N4O10P overall.

Results
largest force on an atom	0.0379	Eh/bohr
net charge	-1
Kohn-Sham gap	8.699	eV
electronic energy	-2216.79877	Ha
HOMO	-6.209	eV

Last column: Löwdin charge in e.
CARTESIAN COORDINATES (ANGSTROEM)
1 C -2.735792 5.545732 0.765811  -0.106
2 C -3.250816 5.428805 -0.683751  -0.220
3 C -3.513390 3.975334 -1.070689  -0.287
4 O -2.336324 3.260813 -0.852032  -0.300
5 P -2.182368 1.541958 -1.101699  0.677
6 C -0.429432 1.702202 -0.422501  -0.170
7 C 0.138100 3.077481 -0.539098  -0.314
8 O 0.874968 3.439079 -1.440828  0.005
9 C -1.731460 1.865626 -2.887164  -0.211
10 C -1.119932 0.761629 -3.753696  -0.222
11 C 0.401137 0.547037 -3.572327  -0.165
12 C 0.768083 -0.803943 -2.997117  -0.168
13 O 2.154282 -0.774996 -2.574621  -0.023
14 C 2.488789 -1.656903 -1.605177  -0.521
15 C 1.909924 -1.398975 -0.235932  0.021
16 O 3.248897 -2.563738 -1.832057  0.096
17 N -2.000456 -0.339967 -1.280436  0.086
18 C -1.475332 -1.015609 -0.443208  -0.448
19 O -0.989369 -1.721261 0.365315  0.094
20 O -2.749553 1.261926 0.515287  -0.243
21 C -4.090060 0.912160 0.662082  -0.176
22 C -4.734169 0.867070 -0.729894  -0.366
23 O -5.135837 -0.493073 -1.140060  0.063
24 C -5.980841 -1.058688 -0.351124  -0.387
25 N -6.688544 -1.607123 0.373209  0.142
26 O -3.855371 1.353919 -1.627667  -0.183
27 H -3.336795 6.246850 1.351034  0.058
28 H -2.772437 4.577744 1.270840  0.069
29 H -1.698229 5.882930 0.786944  0.060
30 H -2.473649 5.814343 -1.349814  0.105
31 H -4.162884 6.016007 -0.819937  0.099
32 H -3.830647 3.944077 -2.121597  0.117
33 H -4.337982 3.615722 -0.432838  0.116
34 H -0.457632 1.467150 0.644422  0.087
35 H 0.250497 1.032135 -0.950235  0.065
36 H -0.078079 3.786683 0.273860  0.098
37 H -2.673532 2.153589 -3.359297  0.082
38 H -1.077046 2.737444 -2.941683  0.089
39 H -1.238698 1.092443 -4.792372  0.098
40 H -1.675253 -0.176992 -3.690872  0.099
41 H 0.883545 0.627107 -4.550919  0.111
42 H 0.825381 1.344536 -2.957789  0.096
43 H 0.716663 -1.571957 -3.775585  0.133
44 H 0.111023 -1.105289 -2.178472  0.091
45 H 1.109706 -2.118879 -0.047319  0.073
46 H 1.466843 -0.405608 -0.186090  0.062
47 H 2.694508 -1.511136 0.509589  0.093
48 H -4.633811 1.570980 1.344747  0.124
49 H -4.101433 -0.100061 1.092793  0.124
50 H -5.598250 1.543777 -0.764304  0.154
51 C 2.061376 1.855624 2.428058  -0.057
52 C 1.689645 3.253247 2.915925  -0.426
53 C 2.298328 3.612206 4.276796  -0.211
54 O 1.666337 3.011817 5.391597  -0.190
55 C 2.068962 1.688025 5.677746  -0.112
56 N 0.232499 3.388716 2.893907  0.057
57 H 1.494944 1.082606 2.948789  0.073
58 H 1.836303 1.759139 1.366741  0.057
59 H 3.126503 1.657239 2.567157  0.081
60 H 2.096936 3.970761 2.195394  0.138
61 H 2.184059 4.688968 4.428513  0.119
62 H 3.375444 3.393708 4.291199  0.117
63 H 3.129489 1.536875 5.450909  0.088
64 H 1.478105 0.952297 5.127096  0.077
65 H 1.911278 1.522666 6.743583  0.084
66 H -0.024707 4.348886 3.103680  0.077
67 H -0.151150 2.848677 3.664771  0.078
68 C 3.296635 -7.602714 -1.785435  -0.075
69 C 2.817098 -6.171897 -1.556031  -0.432
70 C 3.264977 -5.573967 -0.219363  -0.200
71 O 2.548758 -6.041729 0.912973  -0.185
72 C 2.985751 -7.271427 1.444162  -0.121
73 N 1.363786 -6.128279 -1.732114  0.046
74 H 2.717158 -8.320351 -1.202954  0.061
75 H 3.181285 -7.870677 -2.835657  0.072
76 H 4.350106 -7.714838 -1.519645  0.074
77 H 3.260648 -5.543670 -2.333555  0.134
78 H 3.084651 -4.499587 -0.262143  0.101
79 H 4.344187 -5.715384 -0.067082  0.121
80 H 4.071597 -7.383699 1.350265  0.087
81 H 2.497466 -8.124873 0.964379  0.073
82 H 2.723569 -7.283220 2.502583  0.084
83 H 1.052986 -5.161633 -1.696305  0.070
84 H 0.937003 -6.561516 -0.917497  0.068

Cartesian forces (eV/Å) of the 6 atoms listed first:
-0.2 0.0 0.0
0.4 -0.2 0.3
0.0 0.5 0.1
-0.2 -0.4 -0.3
0.1 0.8 0.1
0.2 0.2 0.3